(one)
Computed, not measured: C3H5N3S in the gas phase, with ωB97M-V with the def2-TZVPD basis set.

```
12
Properties=species:S:1:pos:R:3:nbo_charge:R:1
N -0.447 1.788 0.028 -0.641
N 0.046 0.484 -0.109 -0.232
C 1.405 0.038 -0.030 -0.143
C 1.256 -1.311 0.013 -0.075
N -0.095 -1.727 -0.021 -0.486
C -0.765 -0.609 -0.042 0.226
S -2.507 -0.397 -0.015 0.059
H -0.186 2.172 0.896 0.363
H -0.169 2.373 -0.782 0.369
H 2.193 0.805 -0.042 0.228
H 2.049 -1.988 0.098 0.205
H -2.781 -1.628 0.008 0.128
```

Results
HOMO energy, Ha: -0.308
2S+1: 1
Net charge: 0

=====

(two)
Computed, not measured: a molecular structure, C3H5N3S, with ωB97M-V with the def2-TZVPD basis set.

```
12
Properties=species:S:1:pos:R:3:nbo_charge:R:1
C -0.698 0.265 0.843 -0.042
C 0.599 0.459 -0.076 0.048
C 1.299 -0.892 -3.031 -0.120
H -1.953 -0.636 -0.586 0.413
H -2.526 -0.439 1.081 0.405
H 1.349 1.602 0.025 0.288
H 0.243 -1.369 -3.169 0.175
H 1.994 -0.913 -3.884 0.196
N -1.765 -0.231 0.275 -0.754
N 0.672 -0.833 -0.780 -0.291
N 1.741 -0.431 -1.806 -0.273
S -0.678 0.827 2.268 -0.045
```

Results
HOMO energy, Ha: -0.314
2S+1: 1
Net charge: 0

=====

Most stable: (one) (next structure +4.530 eV)

=====

(one)
Computed, not measured: a gas-phase ion, C5H13N2 (charge +1), with ωB97M-V with the def2-TZVPD basis set.

```
20
Properties=species:S:1:pos:R:3:nbo_charge:R:1
C 2.264 0.915 0.927 -0.623
C 0.946 1.447 0.354 -0.383
C -0.322 0.868 1.013 -0.430
C -0.622 -0.578 0.645 -0.239
N -1.799 -0.912 -0.178 -0.526
C -1.704 -1.493 -1.359 0.419
N -0.715 -1.291 -2.210 -0.699
H 2.055 0.447 1.894 0.210
H 2.659 0.104 0.300 0.205
H 3.026 1.684 0.973 0.240
H 0.866 2.525 0.486 0.228
H 0.821 1.275 -0.717 0.170
H -0.215 0.909 2.104 0.230
H -1.109 1.582 0.789 0.228
H -0.645 -1.255 1.497 0.238
H 0.248 -0.960 0.097 0.207
H -2.722 -0.541 0.021 0.439
H -2.464 -2.168 -1.743 0.221
H -0.076 -0.527 -2.034 0.427
H -0.492 -2.032 -2.861 0.439
```

Results
HOMO energy, Ha: -0.544
2S+1: 1
Net charge: +1

=====

(two)
Computed, not measured: a gas-phase ion, C5H13N2 (charge +1), with ωB97M-V with the def2-TZVPD basis set.

```
20
Properties=species:S:1:pos:R:3:nbo_charge:R:1
C -0.204 -0.004 2.958 0.018
N 0.183 0.182 1.783 -0.497
C 0.848 -0.887 1.044 -0.271
C 0.226 -1.005 -0.376 -0.415
C -0.591 0.233 -0.772 -0.047
C -0.887 0.128 -2.254 -0.651
N 0.358 1.406 -0.602 -0.691
H -0.682 0.811 3.490 0.187
H -0.104 -0.927 3.540 0.171
H 0.933 -1.879 1.508 0.219
H 1.905 -0.597 0.994 0.206
H -0.369 -1.889 -0.464 0.249
H 1.098 -1.037 -1.030 0.206
H -1.451 0.295 -0.112 0.250
H -1.235 1.045 -2.719 0.226
H -1.695 -0.578 -2.488 0.261
H -0.029 -0.226 -2.820 0.227
H 0.127 2.130 -1.283 0.439
H 1.303 1.063 -0.762 0.433
H 0.264 1.736 0.367 0.481
```

Results
HOMO energy, Ha: -0.520
2S+1: 1
Net charge: +1

=====

Most stable: (one) (next structure +0.203 eV)

=====

(one)
Computed, not measured: a molecular structure, C5H13N2, with ωB97M-V with the def2-TZVPD basis set.

```
20
Properties=species:S:1:pos:R:3:nbo_charge:R:1
N -0.065 -1.457 -0.451 -0.795
C 1.289 -1.039 0.047 -0.260
C 2.175 -0.888 2.431 -0.319
C 1.253 -0.610 1.509 -0.248
H -0.009 -2.106 -1.249 0.415
H -0.540 -1.961 0.295 0.408
H 1.631 -0.156 -0.555 0.202
H 2.019 -1.845 -0.112 0.223
H 2.103 -0.560 3.503 0.231
H 3.003 -1.493 2.156 0.201
H 0.462 0.079 1.771 0.195
C -2.306 1.483 -0.359 -0.442
C -0.595 1.535 -1.974 0.069
N -1.238 0.793 -1.121 -0.421
H -2.557 2.446 -0.845 0.221
H -1.987 1.568 0.678 0.232
H -3.243 0.871 -0.335 0.237
H -0.908 2.531 -2.201 0.206
H 0.266 1.105 -2.469 0.204
H -0.752 -0.298 -0.718 0.442
```

Results
HOMO energy, Ha: -0.499
2S+1: 1
Net charge: +1

=====

(two)
Computed, not measured: 2 unconnected molecules or ions with the total composition C5H13N2, with ωB97M-V with the def2-TZVPD basis set.

```
20
Properties=species:S:1:pos:R:3:nbo_charge:R:1
C -1.095 2.081 1.517 -0.006
C 1.559 -0.312 -1.083 0.108
C 0.052 0.667 2.986 -0.476
C 0.250 -1.096 -2.979 -0.391
C -0.668 -0.922 -0.722 -0.487
N -0.516 0.997 1.741 -0.468
N 0.519 -0.834 -1.572 -0.194
H -1.598 2.263 0.441 0.170
H -1.098 2.803 2.223 0.162
H 1.622 -0.182 -0.025 0.233
H 2.480 -0.236 -1.686 0.225
H -0.119 1.245 3.931 0.207
H -0.238 -0.352 3.416 0.223
H 1.191 0.437 2.888 0.210
H -0.501 -1.757 -3.010 0.231
H -0.011 -0.164 -3.320 0.234
H 1.231 -1.435 -3.364 0.237
H -1.473 -0.526 -1.269 0.231
H -1.051 -2.011 -0.467 0.251
H -0.537 -0.666 0.355 0.300
```

Results
HOMO energy, Ha: -0.477
2S+1: 1
Net charge: +1

=====

Most stable: (one) (next structure +1.866 eV)

=====

(one)
Computed, not measured: 2 unconnected molecules or ions with the total composition C5H13N2, with ωB97M-V with the def2-TZVPD basis set.

```
20
Properties=species:S:1:pos:R:3:nbo_charge:R:1
C -0.987 0.520 1.570 -0.732
C 0.198 0.138 0.923 0.230
C -1.199 2.265 -1.930 -0.355
C 1.806 -1.392 0.008 -0.466
C -0.236 1.397 -2.185 -0.414
N -0.151 -2.188 1.013 -0.623
N 0.606 -1.085 0.636 -0.086
H -1.900 0.290 0.937 0.299
H -0.967 1.552 1.833 0.280
H 0.890 0.787 0.364 0.242
H -1.062 3.249 -1.501 0.208
H -2.243 1.965 -1.913 0.196
H -1.197 -0.027 2.523 0.259
H 2.624 -1.726 0.749 0.262
H 1.556 -2.146 -0.837 0.254
H 2.269 -0.518 -0.598 0.259
H 0.733 1.694 -2.008 0.174
H -0.219 0.351 -2.443 0.197
H -0.740 -2.020 1.856 0.400
H 0.221 -3.107 1.002 0.415
```

Results
HOMO energy, Ha: -0.497
2S+1: 1
Net charge: +1

=====

(two)
Computed, not measured: a gas-phase ion, C5H13N2 (charge +1), with ωB97M-V with the def2-TZVPD basis set.

```
20
Properties=species:S:1:pos:R:3:nbo_charge:R:1
C -1.414 -2.344 0.688 -0.634
C -1.081 -0.871 0.497 -0.006
C 0.402 -0.395 0.726 -0.546
C 0.609 1.118 0.676 0.324
C 1.444 1.985 -0.369 -0.347
N 1.482 1.502 -1.744 -0.840
N -1.212 -0.284 -0.821 -0.757
H -0.745 -2.876 0.003 0.224
H -2.457 -2.673 0.424 0.255
H -1.282 -2.611 1.722 0.237
H -1.627 -0.413 1.351 0.192
H 0.841 -0.798 1.693 0.303
H 0.941 -0.755 -0.133 0.273
H -1.078 0.723 -0.389 0.327
H 0.749 1.613 1.703 0.232
H 2.514 2.123 -0.170 0.310
H 0.985 3.019 -0.327 0.265
H 2.373 1.214 -2.127 0.399
H 0.726 1.106 -2.190 0.394
H -2.170 -0.382 -1.212 0.398
```

Results
HOMO energy, Ha: -0.500
2S+1: 1
Net charge: +1

=====

(three)
Computed, not measured: a gas-phase ion, C5H13N2 (charge +1), with ωB97M-V with the def2-TZVPD basis set.

```
20
Properties=species:S:1:pos:R:3:nbo_charge:R:1
C -1.190 1.032 2.152 -0.682
C -0.192 0.709 1.098 -0.017
N 0.052 1.963 0.158 -0.699
C -0.543 -0.573 0.203 -0.437
C 0.131 -0.749 -1.080 -0.425
C 1.028 -1.747 -1.307 0.087
N 1.490 -1.950 -2.599 -0.788
H -1.838 0.156 2.388 0.258
H -1.751 1.954 1.960 0.230
H -0.784 1.080 3.160 0.252
H 0.763 0.547 1.603 0.217
H 0.772 1.657 -0.503 0.449
H 0.368 2.740 0.731 0.446
H -0.790 2.080 -0.401 0.439
H -1.628 -0.717 0.262 0.226
H -0.021 -1.267 0.889 0.241
H -0.069 -0.105 -1.947 0.188
H 1.252 -2.627 -0.704 0.215
H 1.028 -1.356 -3.256 0.390
H 1.923 -2.826 -2.807 0.410
```

Results
HOMO energy, Ha: -0.429
2S+1: 1
Net charge: +1

=====

(four)
Computed, not measured: a gas-phase ion, C5H13N2 (charge +1), with ωB97M-V with the def2-TZVPD basis set.

```
20
Properties=species:S:1:pos:R:3:nbo_charge:R:1
C -1.788 -1.782 0.861 -0.620
C -1.430 -0.596 -0.015 -0.392
C -0.172 -0.679 -0.884 -0.437
C 1.188 -0.368 -0.264 -0.286
N 1.892 0.843 -0.617 -0.501
C 1.541 2.062 -0.276 0.402
N 0.542 2.302 0.544 -0.713
H -2.867 -1.779 1.120 0.239
H -1.553 -2.731 0.387 0.210
H -1.157 -1.859 1.743 0.204
H -2.297 -0.350 -0.663 0.231
H -1.393 0.248 0.781 0.166
H -0.355 -0.174 -1.862 0.233
H -0.073 -1.778 -1.056 0.232
H 1.147 -0.645 0.849 0.232
H 1.781 -1.248 -0.542 0.252
H 2.427 0.691 -1.469 0.441
H 1.987 2.947 -0.704 0.241
H 0.154 1.628 1.218 0.437
H 0.428 3.267 0.848 0.432
```

Results
HOMO energy, Ha: -0.538
2S+1: 1
Net charge: +1

=====

Most stable: (four) (next structure +0.705 eV)

=====

(one)
Computed, not measured: C5H11NOS in the gas phase, with ωB97M-V with the def2-TZVPD basis set.

```
19
Properties=species:S:1:pos:R:3:nbo_charge:R:1
C 0.979 -1.616 0.734 -0.657
C 0.898 -0.451 -0.275 0.114
O 0.152 -0.827 -1.508 -0.747
C 0.206 0.788 0.344 -0.318
C -0.042 1.881 -0.709 -0.605
C -1.017 0.444 1.214 0.088
N -2.181 -0.076 0.999 -0.540
S -2.722 -0.624 -0.533 0.141
H -0.001 -2.124 0.864 0.234
H 1.273 -1.238 1.728 0.222
H 1.705 -2.409 0.419 0.212
H 1.951 -0.168 -0.578 0.177
H 0.638 -1.658 -1.800 0.481
H 0.931 1.234 0.995 0.223
H -0.742 1.677 -1.507 0.222
H 0.814 2.218 -1.256 0.216
H -0.409 2.745 -0.154 0.213
H -0.839 0.631 2.329 0.180
H -1.596 -0.425 -1.308 0.145
```

Results
HOMO energy, Ha: -0.313
2S+1: 1
Net charge: 0

=====

(two)
Computed, not measured: C5H11NOS in the gas phase, with ωB97M-V with the def2-TZVPD basis set.

```
19
Properties=species:S:1:pos:R:3:nbo_charge:R:1
C 0.209 -2.637 0.298 -0.414
N -0.736 -1.627 -0.146 -0.627
C -0.127 -0.493 -0.824 -0.225
C 0.040 0.753 0.059 -0.140
C 0.568 1.947 -0.713 -0.066
O 0.674 3.125 0.040 -0.713
C -0.961 1.009 1.119 -0.473
S 0.691 0.563 1.743 0.053
H 0.859 -2.218 1.062 0.209
H -0.366 -3.453 0.736 0.202
H 0.851 -3.024 -0.517 0.160
H -1.428 -2.038 -0.773 0.361
H 0.837 -0.759 -1.261 0.179
H -0.766 -0.173 -1.610 0.198
H 1.529 1.677 -1.147 0.164
H -0.123 2.161 -1.509 0.182
H 1.188 2.898 0.827 0.475
H -1.242 2.027 1.317 0.235
H -1.699 0.261 1.297 0.241
```

Results
HOMO energy, Ha: -0.323
2S+1: 1
Net charge: 0

=====

(three)
Computed, not measured: 2 unconnected molecules or ions with the total composition C5H11NOS, with ωB97M-V with the def2-TZVPD basis set.

```
19
Properties=species:S:1:pos:R:3:nbo_charge:R:1
C -1.558 1.464 0.654 -0.606
C -0.357 0.556 0.400 -0.303
C -0.021 0.652 -1.033 0.065
C -0.305 -0.800 -0.295 -0.251
C 0.995 -1.573 -0.038 -0.239
H -1.220 2.463 0.862 0.227
H -2.266 1.438 -0.107 0.219
H -2.250 1.152 1.513 0.209
H 0.583 0.432 0.959 0.271
H -0.986 0.987 -1.558 0.190
H 1.048 2.047 -0.971 0.478
H -2.858 -0.596 0.839 0.087
H 0.845 -2.513 0.673 0.200
H 1.241 -2.195 -1.016 0.174
H 2.627 -0.235 -0.152 0.393
H 2.808 -1.855 0.696 0.378
N 2.225 -0.975 0.552 -0.864
O 1.299 1.111 -1.330 -0.699
S -1.850 -1.558 -0.649 0.072
```

Results
HOMO energy, Ha: -0.314
2S+1: 1
Net charge: 0

=====

(four)
Computed, not measured: C5H11NOS in the gas phase, with ωB97M-V with the def2-TZVPD basis set.

```
19
Properties=species:S:1:pos:R:3:nbo_charge:R:1
C -2.981 -0.202 -0.903 -0.077
N -1.706 0.057 -0.847 -0.584
S -0.782 -1.072 -1.728 0.365
C 0.946 -0.296 -1.538 -0.257
O 1.832 -0.679 -0.401 -0.513
C 1.305 -0.100 0.792 0.082
C 0.127 -0.787 1.250 -0.667
C 1.137 1.444 0.854 -0.648
H -3.223 -1.181 -1.698 0.148
H -3.685 0.371 -0.327 0.202
H 1.513 -0.522 -2.564 0.230
H 0.753 0.849 -1.711 0.213
H 2.099 -0.402 1.465 0.182
H 0.489 -1.735 1.591 0.231
H -0.278 -0.533 2.354 0.205
H -0.745 -0.580 0.663 0.242
H 1.915 2.078 0.437 0.214
H 0.225 1.772 0.382 0.213
H 1.059 1.518 1.930 0.220
```

Results
HOMO energy, Ha: -0.328
2S+1: 1
Net charge: 0

=====

Most stable: (two) (next structure +0.646 eV)